Here is a single C3H5FN2S molecule from OMol25. Energies are from ωB97M-V/def2-TZVPD.

Its lowest unoccupied orbital energy is -0.009 hartree. As for the structure (SMILES): NNC(=S)/C=C/F.

Structure (XYZ):
```
12
Properties=species:S:1:pos:R:3:forces:R:3:mulliken_charge:R:1
C -0.147246 -0.285191 -0.429692 1.694 -3.662 -2.448 0.437
C -0.073913 0.713493 0.539934 -1.229 3.916 -2.841 -0.144
C -0.109235 0.438984 1.784593 1.668 -1.823 4.748 -0.140
H -0.449997 2.155752 -2.226516 0.453 -2.723 0.247 0.262
H 1.160417 1.652681 -2.376451 -2.202 -1.738 0.568 0.243
H -0.023864 -0.813938 -2.464925 -0.404 2.090 2.220 0.249
H -0.150508 1.781368 0.170755 0.277 -1.274 0.717 0.213
H 0.057375 -0.606923 2.228047 -0.751 1.714 -0.757 0.272
N 0.141008 1.264884 -2.349762 1.363 2.957 -0.474 -0.679
N -0.125209 0.012026 -1.753504 0.172 0.428 -1.972 -0.061
F 0.003599 1.414099 2.712970 -0.429 -0.393 -0.392 -0.235
S 0.077873 -1.939871 -0.149612 -0.613 0.507 0.384 -0.418
```
Forces are in eV/Å.

Here is a molecular structure, C52H80FGeN4O2P4RhS2 from OMol25. Energies are from ωB97M-V/def2-TZVPD.

The multiplicity is 6. Its lowest unoccupied orbital energy (alpha / beta) is -0.056 / -0.200 hartree. As for the net charge: +1.

Structure (XYZ):
```
147
Properties=species:S:1:pos:R:3:forces:R:3:mulliken_charge:R:1
Rh -0.265093 0.122707 0.517759 -0.494 -0.376 0.546 0.493
C -4.417888 1.528738 3.248457 0.087 -0.160 -0.086 -1.551
C -3.022230 0.958473 3.002207 0.288 -0.016 -0.249 0.428
C -1.990415 1.698026 3.848809 0.015 -0.175 -0.083 -1.135
P -2.462617 0.792340 1.206314 -0.514 0.051 -0.150 1.364
C -3.763724 -0.477485 0.734970 -0.103 0.467 0.457 -2.221
N -3.570023 -1.137389 -0.501903 -0.204 -0.100 -0.848 0.525
Ge -1.489030 -1.653255 -1.188072 0.855 -1.430 -0.398 3.128
N -1.512883 -3.274514 -0.073148 0.679 0.977 -0.678 0.424
C -0.933192 -3.281289 1.247145 0.034 0.185 0.074 -2.950
P 0.198279 -1.882416 1.694810 -0.038 -0.495 0.418 1.287
C -0.087605 -1.733840 3.540026 0.077 0.105 -0.236 1.318
C 1.079363 -0.942132 4.129821 -0.140 0.079 -0.178 -1.629
C -0.371633 -2.988841 4.361433 -0.058 0.082 -0.141 -1.568
C 1.882059 -2.672950 1.468468 -0.218 0.338 -0.035 0.791
C 2.220852 -3.853351 2.374288 0.017 0.167 0.039 -1.513
C 2.007476 -3.075899 -0.000205 -0.080 0.204 -0.004 -1.354
C -2.536397 -4.165773 -0.233977 -0.605 -0.215 -0.225 0.464
C -2.775170 -5.257964 0.617774 0.256 0.231 -0.026 -0.913
C -3.931027 -6.000823 0.517827 -0.297 0.046 -0.180 -0.789
C -4.909513 -5.660366 -0.403977 0.037 -0.136 0.123 -1.384
C -4.666050 -4.630673 -1.294391 0.108 0.065 0.017 -0.342
C -3.466876 -3.938584 -1.261515 -0.305 -0.615 1.148 1.049
N -3.123125 -2.972965 -2.269481 -0.064 0.274 0.137 1.488
C -4.218739 -2.104911 -2.522113 -0.081 0.005 -0.307 0.053
C -5.007164 -2.127884 -3.653648 0.296 -0.059 -0.151 -0.215
C -6.173006 -1.379810 -3.702347 0.175 -0.094 0.027 -1.263
C -6.573478 -0.656576 -2.585673 -0.067 0.277 0.404 -0.813
C -5.781508 -0.592027 -1.463310 -0.440 0.182 0.033 -1.409
C -4.527141 -1.242815 -1.429898 0.212 0.037 0.293 0.687
C -2.591731 -3.675925 -3.399235 0.721 -0.259 -1.216 -0.400
C -3.287410 -4.674022 -4.057313 0.032 0.025 -0.135 0.146
C -2.763556 -5.284700 -5.183242 -0.034 -0.037 -0.090 -1.296
C -1.506566 -4.911142 -5.640005 -0.346 -0.053 0.073 -0.885
C -0.782348 -3.952083 -4.975380 0.189 0.303 0.250 -1.066
C -1.297945 -3.304556 -3.826414 -0.568 -0.515 0.018 0.124
N -0.653109 -2.387366 -3.092568 -0.809 1.158 1.837 0.537
C 0.549665 -1.833228 -3.588002 0.541 0.538 0.396 -1.994
P 0.817733 -0.011374 -3.010914 0.305 -0.360 -1.112 0.351
C 2.326672 0.207121 -4.113082 -0.129 0.045 0.204 0.030
C 2.638268 1.640853 -4.522701 -0.117 -0.195 -0.079 -1.699
C 3.554001 -0.442415 -3.478614 -0.085 -0.081 -0.064 -1.221
C -0.493319 0.899287 -4.005285 0.165 -0.118 0.227 -0.039
C -0.705861 0.400696 -5.430043 0.149 0.096 0.104 -1.887
C -1.832196 0.926953 -3.276475 0.076 0.108 0.105 -0.798
C -2.930695 2.351297 0.259451 0.138 -0.197 0.103 1.951
C -4.345706 2.411384 -0.300341 0.286 -0.091 -0.022 -1.585
C -2.605604 3.608930 1.060006 0.155 -0.185 0.071 -1.637
H -4.632165 1.468247 4.314698 -0.051 -0.012 0.079 0.434
H -5.192013 0.973333 2.728027 -0.154 -0.034 -0.062 0.365
H -4.482819 2.574475 2.964775 -0.016 0.068 -0.053 0.226
H -3.025547 -0.090739 3.333089 0.030 0.075 -0.097 0.727
H -2.083155 2.774499 3.731050 0.049 0.130 -0.036 0.412
H -0.982790 1.402217 3.559460 0.080 0.034 0.155 -0.373
H -2.132892 1.458787 4.901919 -0.020 0.012 0.093 0.574
H -4.742927 0.001606 0.805770 0.035 -0.123 0.116 0.714
H -3.684699 -1.225964 1.537222 -0.067 0.001 -0.075 0.119
H -0.367837 -4.206997 1.415465 -0.104 0.068 0.147 0.714
H -1.754767 -3.244544 1.978837 0.146 -0.125 0.137 0.871
H -0.980167 -1.096034 3.588053 0.051 -0.028 -0.073 -0.899
H 1.968135 -1.562368 4.214940 0.108 -0.041 0.027 0.261
H 0.830590 -0.572285 5.123017 -0.012 0.015 0.085 0.477
H 1.316920 -0.086859 3.496381 0.127 0.015 0.158 0.276
H 0.492436 -3.638962 4.429808 0.118 -0.092 0.007 0.283
H -1.204876 -3.565454 3.970049 -0.082 -0.091 -0.016 0.336
H -0.634627 -2.684888 5.373739 -0.012 0.005 0.099 0.482
H 2.594556 -1.867588 1.676117 -0.027 0.016 -0.017 0.067
H 1.432032 -4.600403 2.399078 -0.080 -0.107 -0.013 0.232
H 2.428823 -3.536434 3.391628 -0.017 -0.025 0.111 0.399
H 3.118051 -4.341232 1.996919 0.082 -0.046 -0.037 0.459
H 1.427306 -3.973993 -0.202075 -0.092 -0.086 -0.079 0.399
H 3.048145 -3.279244 -0.247114 0.066 -0.029 -0.030 0.595
H 1.646159 -2.282620 -0.659141 0.039 -0.033 -0.153 -0.039
H -2.040116 -5.537254 1.354727 0.045 0.039 0.120 0.419
H -4.083047 -6.834919 1.183012 -0.023 -0.123 0.103 0.430
H -5.838729 -6.203972 -0.442063 -0.122 -0.061 -0.027 0.459
H -5.420098 -4.366843 -2.020833 -0.060 0.032 -0.098 0.516
H -4.733879 -2.751034 -4.490002 0.069 -0.041 -0.034 0.677
H -6.789121 -1.403267 -4.585520 -0.083 -0.012 -0.121 0.479
H -7.513573 -0.127743 -2.603598 -0.089 0.058 0.041 0.458
H -6.127894 -0.023768 -0.615237 0.030 0.101 0.049 0.598
H -4.256298 -4.983790 -3.705162 -0.125 -0.045 0.041 0.538
H -3.335074 -6.033076 -5.705787 -0.065 -0.154 -0.011 0.451
H -1.094345 -5.384084 -6.518219 0.087 -0.040 -0.074 0.439
H 0.207147 -3.708954 -5.329193 0.080 0.012 0.032 0.452
H 0.598566 -1.864775 -4.680608 0.022 0.138 0.014 0.906
H 1.417997 -2.367150 -3.181595 0.170 -0.002 -0.227 0.429
H 2.088061 -0.350763 -5.027199 -0.042 0.033 0.140 0.856
H 2.987542 2.225884 -3.681770 0.006 0.101 0.037 0.278
H 1.779460 2.132250 -4.969106 -0.081 0.145 -0.078 0.300
H 3.431635 1.628539 -5.268650 0.095 0.037 -0.058 0.563
H 3.356030 -1.472805 -3.192812 0.076 -0.106 0.065 0.219
H 3.874067 0.103351 -2.597071 0.090 0.030 0.102 0.101
H 4.376407 -0.446337 -4.191155 0.118 -0.010 -0.075 0.527
H -0.107553 1.926225 -4.039815 -0.083 -0.144 0.000 0.862
H -1.198599 -0.569294 -5.432790 0.001 -0.159 -0.012 0.247
H 0.222827 0.329382 -5.990432 0.065 -0.041 -0.092 0.364
H -1.355412 1.098878 -5.957428 -0.061 0.044 -0.066 0.489
H -2.333521 -0.041197 -3.351532 -0.023 -0.008 -0.022 0.006
H -2.485106 1.679917 -3.716006 -0.112 0.058 -0.041 0.635
H -1.691112 1.162029 -2.223316 -0.118 0.058 0.105 -0.692
H -2.234447 2.330919 -0.590631 -0.071 -0.033 0.159 -0.647
H -5.096388 2.387559 0.487207 -0.117 -0.037 0.050 0.212
H -4.517543 1.601163 -1.003967 -0.149 -0.013 -0.075 0.303
H -4.454784 3.351245 -0.840066 -0.090 0.057 -0.050 0.551
H -3.375590 3.828427 1.795129 -0.074 -0.006 0.083 0.223
H -2.533660 4.457414 0.381420 0.053 0.035 0.038 0.557
H -1.648015 3.510711 1.569403 -0.132 0.164 -0.010 -0.165
C 4.879724 4.789100 1.557591 -0.401 -0.139 -0.067 -1.675
C 3.465180 5.011911 1.051558 0.577 0.532 -0.487 1.399
C 3.104686 6.488501 1.010930 -0.132 -0.267 0.125 -1.407
O 2.595117 4.304856 1.955855 -0.705 -0.623 0.438 -0.227
P 1.077717 3.930840 1.624963 -0.177 1.830 -1.467 0.154
S 0.488200 4.532690 -0.171842 0.317 -0.600 1.141 -0.366
S 0.986252 1.909853 1.972785 0.001 -0.522 -0.198 -0.128
O 0.195245 4.704970 2.704810 0.150 -0.728 -0.642 -0.226
C 0.483723 5.048654 4.071574 0.097 0.164 0.770 0.612
C 1.060626 3.875013 4.844323 -0.226 0.089 -0.236 -0.880
C 1.387435 6.269211 4.140218 -0.246 -0.146 -0.176 -1.385
H 5.587397 5.266659 0.887372 0.114 0.092 -0.079 0.377
H 5.104024 3.728370 1.609390 0.071 -0.130 0.018 0.327
H 4.986105 5.218929 2.549724 0.070 0.069 0.125 0.447
H 3.343387 4.575139 0.052850 -0.050 0.091 0.286 -0.454
H 3.361633 6.972837 1.950104 0.072 0.072 0.066 0.316
H 2.038250 6.603001 0.834538 -0.017 0.124 -0.080 0.349
H 3.643142 6.973809 0.202916 0.094 0.087 -0.095 0.449
H -0.509395 5.304315 4.463578 0.222 -0.050 -0.029 0.443
H 1.985326 3.539302 4.379733 0.155 0.001 0.068 0.111
H 0.356574 3.046726 4.851985 -0.045 -0.138 0.089 0.001
H 1.264648 4.182743 5.866237 0.026 -0.022 0.102 0.546
H 2.396200 5.995190 3.848759 0.136 0.049 0.016 0.093
H 1.400774 6.662795 5.153930 0.005 -0.013 0.085 0.546
H 1.018210 7.044244 3.472772 0.012 0.090 -0.034 0.344
F 6.284778 1.131418 0.518336 -0.205 0.024 -0.050 -0.434
C 5.039105 1.272077 0.016500 -0.088 -0.229 0.028 -0.018
C 4.060358 0.352994 0.363227 0.567 0.125 0.093 -1.201
C 2.793893 0.514872 -0.153035 -0.373 0.220 -0.178 1.315
C 2.470223 1.585980 -1.007210 0.319 -0.041 0.318 1.921
C 1.140881 1.696439 -1.538737 -0.539 -0.316 -0.149 -0.615
C 3.498262 2.487647 -1.334877 -0.207 -0.094 0.127 -0.908
C 4.772405 2.335961 -0.830897 0.123 -0.145 0.095 -1.338
H 4.309382 -0.460195 1.029332 0.041 -0.062 0.029 0.573
H 1.999655 -0.200093 0.089066 0.339 0.005 -0.061 -0.616
H 0.896796 2.603016 -2.079229 -0.100 -0.033 0.032 1.095
H 0.333651 1.399841 -0.816481 0.410 0.799 -0.874 -1.863
H 3.283016 3.336490 -1.968890 -0.064 0.046 -0.009 0.673
H 5.558147 3.038533 -1.065707 0.073 0.031 -0.029 0.421
```
Forces are in eV/Å.

Here is a molecular structure, C15H40AlBN3O5 from OMol25. Energies are from ωB97M-V/def2-TZVPD.

Its lowest unoccupied orbital energy is 0.079 hartree. As for the net charge: -1.

Structure (XYZ):
```
65
Properties=species:S:1:pos:R:3:forces:R:3:mulliken_charge:R:1
C -4.348058 4.726363 -4.917108 -0.306 0.872 0.276 -0.738
C -5.305596 5.890246 -4.368216 -1.981 0.461 -1.968 0.606
O -6.298260 6.170521 -5.063760 2.682 -0.403 2.152 -0.583
O -5.073481 6.635495 -3.196929 0.542 -2.069 -1.388 -0.383
C -4.383137 5.863055 -2.173180 0.281 -0.504 1.091 -0.417
C -5.306001 4.644397 -1.635019 1.077 -0.005 0.690 -0.670
C -4.495568 3.239279 -1.639931 -0.281 1.314 1.254 0.410
C -5.209042 2.161350 -0.713347 -1.041 -0.678 -0.353 -0.616
C -4.757407 0.638060 -0.961048 -1.144 0.171 0.603 -0.756
Al -3.099747 0.380557 -2.131040 -0.938 -1.091 0.345 0.655
B -1.401721 1.381008 -1.494098 1.663 0.797 0.587 0.251
N -0.140430 1.304342 -2.339800 -1.166 2.384 0.594 -0.774
O -1.303250 2.219506 -0.272854 0.139 0.024 -1.803 -0.670
H -3.289606 4.859054 -4.530809 -1.349 -0.553 -0.498 0.270
H -4.373423 4.792332 -6.058555 0.009 0.114 1.729 0.323
H -4.819923 3.732830 -4.642444 0.849 1.171 -0.111 0.196
H -4.148515 6.601039 -1.326143 -0.569 -0.990 -1.309 0.353
H -3.353020 5.485520 -2.518696 -1.610 0.450 0.222 0.223
H -6.300588 4.583566 -2.177616 1.268 0.145 0.437 0.399
H -5.533395 4.897333 -0.545971 0.086 -0.448 -1.361 0.250
H -3.494433 3.494151 -1.134090 -1.198 -0.553 -1.020 -0.117
H -4.331759 2.913176 -2.713486 -0.143 0.060 1.450 -0.047
H -6.341599 2.211830 -0.922862 1.468 0.180 0.285 0.205
H -5.110759 2.369753 0.408285 0.150 0.249 -1.630 0.240
H -5.636567 0.089537 -1.467671 1.197 0.717 0.655 0.216
H -4.672606 0.145235 0.076110 0.059 0.569 -1.507 0.291
H -3.351990 0.703322 -3.690004 -0.128 0.341 -0.343 -0.361
H -2.739505 -1.197828 -2.088122 0.050 -0.276 0.027 -0.378
H -0.455721 1.674799 -3.259257 0.357 -0.985 0.374 0.258
H 0.506798 2.051001 -2.004495 -0.160 -0.759 -0.130 0.182
H -1.159079 3.119835 -0.649439 0.217 -0.788 0.700 0.210
C 0.491070 -2.536455 2.223183 -0.039 -0.286 -0.045 -1.414
C 0.438629 -1.254066 1.397567 0.052 0.059 0.401 0.453
C 1.800837 -0.540691 1.286647 -0.261 0.246 -0.293 -0.369
O 2.183143 0.182969 2.453792 0.276 -0.330 -0.150 -0.409
C 2.789069 -0.608479 3.459602 -0.117 0.349 0.096 -0.367
N -0.590799 -0.370520 1.955408 0.296 0.195 -0.121 -0.695
H 0.557373 -2.343024 3.296379 0.025 0.077 -0.074 0.268
H -0.414303 -3.127693 2.062453 0.037 0.133 -0.005 0.387
H 1.346364 -3.154883 1.934516 0.010 0.025 0.041 0.239
H 0.133933 -1.535751 0.384181 0.048 0.153 -0.007 0.424
H 1.722318 0.208378 0.492350 -0.048 0.017 0.123 0.259
H 2.595739 -1.233997 0.982671 0.034 -0.108 0.152 0.202
H 3.400479 -1.412996 3.041549 -0.081 -0.091 -0.009 0.022
H 2.027989 -1.015273 4.129247 0.097 -0.222 0.039 0.226
H 3.435622 0.041018 4.055998 -0.033 0.033 -0.098 0.280
H -0.684546 0.442030 1.346138 -0.249 -0.088 -0.024 0.162
H -0.217285 0.019140 2.820979 -0.086 -0.114 -0.068 0.312
C 6.789926 -5.881009 1.395653 0.224 -0.155 -0.056 -1.407
C 6.166490 -4.599838 0.849927 -0.257 -0.205 0.313 0.335
C 5.995749 -3.498235 1.915181 -0.152 0.198 -0.281 -0.797
O 4.896877 -3.700673 2.796471 0.487 0.033 0.037 -0.225
C 5.167632 -4.571041 3.881402 -0.447 0.032 -0.004 -0.809
N 4.890187 -4.929735 0.203386 0.019 0.296 0.113 -0.735
H 6.088896 -6.468022 1.992605 -0.011 0.117 -0.038 0.281
H 7.120910 -6.521575 0.573993 -0.092 0.079 0.038 0.362
H 7.663415 -5.659433 2.015262 -0.048 -0.006 0.002 0.339
H 6.846928 -4.211241 0.084744 -0.078 0.104 0.041 0.394
H 5.781904 -2.558959 1.394502 -0.094 -0.059 0.050 0.355
H 6.921927 -3.335822 2.480252 0.012 -0.138 0.077 0.441
H 6.196347 -4.477694 4.239635 0.049 -0.034 -0.086 0.360
H 4.952910 -5.604074 3.600416 0.182 -0.091 0.112 0.250
H 4.492580 -4.308109 4.699406 0.037 0.071 -0.101 0.237
H 4.521696 -4.089638 -0.238697 0.038 -0.127 -0.102 0.283
H 4.217378 -5.125270 0.944796 0.089 -0.078 -0.123 0.328
```
Forces are in eV/Å.

For each record above, in turn, the calculated energy above the lowest of the compared OMol25 structures with the same formula, charge and spin values are 2.383, 1.449, 2.196 eV.
For each record above, in turn, the calculated largest force on an atom values are 0.1041, 0.0457, 0.0673 hartree/bohr.